No. 1
C2H2O2S in the gas phase in a non-equilibrium geometry, computed with ωB97M-V/def2-TZVPD.

```
7
Properties=species:S:1:pos:R:3:forces:R:3
C 1.072528 -0.729240 -0.032562 2.8 2.5 0.8
O 0.149227 1.494829 -0.168296 -1.1 -5.4 1.6
S -1.936689 -0.327806 -0.266723 2.1 4.3 2.5
O 2.176522 -0.207437 -0.355175 -4.0 -3.4 1.1
H -2.117281 1.205683 0.330429 -0.1 -3.7 -1.6
C -0.083476 0.255724 0.007360 -1.1 5.3 -3.2
H 0.739166 -1.691754 0.484964 1.4 0.4 -1.1
```
Positions in Å, forces in eV/Å.

Calculated values
- LUMO level: -1.6766 eV

=====

No. 2
C2H2O2S in the gas phase in a non-equilibrium geometry, computed with ωB97M-V/def2-TZVPD.

```
7
Properties=species:S:1:pos:R:3:forces:R:3
H -0.725747 0.422037 -1.529602 1.9 -0.7 3.6
O 0.502268 1.028278 0.423309 0.5 1.1 0.3
O -1.381579 0.481469 1.807109 1.1 0.7 -1.1
S 0.653297 -1.632265 -0.537835 -0.2 2.2 0.2
H 1.799652 -0.907568 -0.612591 -0.1 -0.7 -0.1
C -0.659603 0.537821 0.854564 -1.4 -1.3 1.3
C -0.188287 0.070229 -0.404954 -1.8 -1.5 -4.3
```
Positions in Å, forces in eV/Å.

Calculated values
- LUMO level: 0.4987 eV

=====

No. 3
C2H2O2S2 in the gas phase in a non-equilibrium geometry, computed with ωB97M-V/def2-TZVPD.

```
8
Properties=species:S:1:pos:R:3:forces:R:3
O -1.815039 0.207481 -1.100517 0.6 -0.3 1.6
S 1.264203 -1.403087 -0.149323 -0.6 1.0 -0.2
S 0.755221 1.598734 0.162353 -0.7 0.2 -0.3
H 2.048919 1.439633 0.109305 1.1 -0.2 0.0
H -1.053467 -0.839248 1.694040 -0.4 0.3 -0.9
C -1.174423 -0.106413 -0.120705 -0.6 -0.4 -1.3
O -1.713647 -0.554089 1.021013 -0.1 -0.1 0.4
C 0.328301 -0.053231 -0.108595 0.7 -0.4 0.6
```
Positions in Å, forces in eV/Å.

Calculated values
- LUMO level: -1.0349 eV

=====

No. 4
A molecular structure, C2H2O2Tm in a non-equilibrium geometry, computed with ωB97M-V/def2-TZVPD.

```
7
Properties=species:S:1:pos:R:3:forces:R:3
Tm 2.295565 0.610140 -0.195878 1.0 -0.3 -0.1
H -1.268637 -0.214184 0.927334 0.8 -0.6 0.8
C -0.644466 0.787931 0.115601 6.7 1.2 -0.3
C -0.418041 -0.649815 -0.135845 -0.2 -0.1 -3.0
O 0.311986 1.544024 0.331378 -5.4 -1.0 0.2
O 0.857845 -0.989703 -0.193292 -2.6 1.2 1.3
H -1.134255 -1.088393 -0.849301 -0.4 -0.4 1.0
```
Positions in Å, forces in eV/Å.

Calculated values
- LUMO level (spin up / spin down): -14.0156 / -14.0160 eV
- 2S+1: 4
- Charge: +2
- ⟨S²⟩: 3.753

=====

No. 5
2 unconnected molecules or ions with the total composition C2H2O3 in a non-equilibrium geometry, computed with ωB97M-V/def2-TZVPD.

```
7
Properties=species:S:1:pos:R:3:forces:R:3
H -1.183108 0.159331 1.069261 -1.1 1.3 -1.1
C 2.168141 -0.699236 -0.159460 -2.3 0.4 8.2
O -1.175760 0.218029 -0.941445 0.0 0.5 -0.1
H -2.604229 1.138782 0.074346 -0.4 0.6 0.4
C -1.673317 0.590552 0.089594 1.6 -2.3 0.8
O 1.726431 -0.639597 0.997494 1.5 -0.2 -5.7
O 2.741842 -0.767858 -1.129790 0.7 -0.1 -2.5
```
Positions in Å, forces in eV/Å.

Calculated values
- LUMO level: 0.5942 eV

=====

No. 6
C2H2O3 in the gas phase in a non-equilibrium geometry, computed with ωB97M-V/def2-TZVPD.

```
7
Properties=species:S:1:pos:R:3:forces:R:3
H -0.204913 -0.060521 1.586024 0.5 0.2 1.2
C 0.435129 0.543323 0.930754 -3.0 -3.0 -4.6
H -0.163493 0.657037 -1.479924 -0.2 -1.5 0.8
O 0.120547 -1.489088 -0.920935 1.6 0.1 -0.4
O -1.127894 -1.003599 -0.441127 -3.2 -0.5 0.5
O 1.091006 1.494059 0.981652 1.3 1.5 0.9
C -0.150381 -0.141211 -0.656444 2.8 3.1 1.6
```
Positions in Å, forces in eV/Å.

Calculated values
- LUMO level: 0.3041 eV

=====

No. 7
A molecular structure, C2H2O3Sn in a non-equilibrium geometry, computed with ωB97M-V/def2-TZVPD.

```
8
Properties=species:S:1:pos:R:3:forces:R:3
C -0.409033 0.504146 -0.512912 -1.6 -0.1 6.1
Sn 2.080067 0.740165 -0.080386 7.5 2.6 -0.2
C 0.010461 -0.720489 0.158778 -1.4 -2.0 -0.8
H -0.373880 -1.636112 -0.318952 0.4 0.1 0.2
H -1.438886 -0.370776 0.700320 1.2 1.5 -1.7
O 0.440525 1.501521 -0.547008 -3.4 1.3 -3.0
O 1.306993 -0.759638 0.627626 -1.6 -3.3 0.8
O -1.616244 0.741183 -0.027467 -1.0 -0.1 -1.4
```
Positions in Å, forces in eV/Å.

Calculated values
- LUMO level (spin up / spin down): -0.7038 / -0.7037 eV

=====

No. 8
C2H2O4S in the gas phase in a non-equilibrium geometry, computed with ωB97M-V/def2-TZVPD.

```
9
Properties=species:S:1:pos:R:3:forces:R:3
O 1.304702 -3.989533 0.622424 -0.6 -1.0 0.5
C 0.742001 -1.133294 -0.005139 -4.1 1.7 -1.8
C -0.086572 -0.065273 0.040978 2.4 -0.3 1.0
O 2.690103 -3.283877 -1.242473 -0.1 0.3 -1.0
O 1.884136 -1.594112 0.447555 1.0 -0.4 -0.1
S 1.624508 -3.048133 -0.360638 0.0 0.8 1.0
O 0.302370 -2.263259 -0.881314 2.0 0.2 1.2
H -1.060434 -0.264174 -0.370579 0.0 0.4 -0.3
H 0.216237 0.922770 0.504396 -0.6 -1.6 -0.5
```
Positions in Å, forces in eV/Å.

Calculated values
- LUMO level: 0.5392 eV

=====

No. 9
A gas-phase ion, C2H2O5S (charge -2) in a non-equilibrium geometry, computed with ωB97M-V/def2-TZVPD.

```
10
Properties=species:S:1:pos:R:3:forces:R:3
H -0.772516 0.250477 1.263293 1.8 1.6 -2.2
C -0.420809 -1.438088 0.100954 0.5 1.0 -0.4
O 2.703934 -1.607999 0.050419 0.4 -0.3 -0.2
O -0.440184 -2.342877 -0.736332 -0.3 -0.6 0.0
S 2.201897 -0.276826 0.489985 -1.2 0.3 -0.3
O -0.189759 0.900332 0.525500 -2.2 -1.3 3.2
H 0.355889 0.205138 -1.165912 0.7 -0.4 -1.7
O 2.764806 0.870649 -0.297156 0.7 0.2 -0.1
O -1.018375 -1.344106 1.215772 -0.6 -0.4 0.5
C 0.389339 -0.159865 -0.176761 0.3 -0.1 1.3
```
Positions in Å, forces in eV/Å.

Calculated values
- LUMO level: 6.6276 eV
- Charge: -2

=====

No. 10
C2H2OS in the gas phase in a non-equilibrium geometry, computed with ωB97M-V/def2-TZVPD.

```
6
Properties=species:S:1:pos:R:3:forces:R:3
S -1.310603 -0.092165 2.559876 0.7 0.3 -1.1
H 0.914641 -1.098550 -0.927072 -0.1 2.4 -1.1
C -1.011879 0.062577 0.989540 -0.1 -0.5 -0.6
O -0.166576 0.264455 0.075582 0.4 1.3 0.3
C 0.639818 0.022197 -1.026180 -0.7 -3.2 2.1
H 0.934600 0.841485 -1.671746 -0.3 -0.2 0.5
```
Positions in Å, forces in eV/Å.

Calculated values
- LUMO level (spin up / spin down): -0.1007 / 0.0825 eV

=====

No. 11
C2H2OS2 in the gas phase in a non-equilibrium geometry, computed with ωB97M-V/def2-TZVPD.

```
7
Properties=species:S:1:pos:R:3:forces:R:3
S 0.514659 -1.006649 -1.397566 0.6 0.9 0.9
C 0.130108 -0.136890 -0.044370 -2.0 -1.3 -0.7
C -1.255427 -0.609697 0.455770 -1.8 -0.1 2.3
S 0.878282 1.274366 0.705423 1.8 -2.8 -2.9
H 1.931236 0.690082 -0.264286 -1.3 2.0 2.0
O -1.992623 0.173579 1.078078 2.0 -2.6 -2.1
H -1.525376 -1.882649 0.245565 0.7 3.8 0.4
```
Positions in Å, forces in eV/Å.

Calculated values
- LUMO level: -1.4757 eV

=====

No. 12
2 unconnected molecules or ions with the total composition C2H2OS2 in a non-equilibrium geometry, computed with ωB97M-V/def2-TZVPD.

```
7
Properties=species:S:1:pos:R:3:forces:R:3
C 0.905929 -0.491662 1.704050 0.5 -0.7 0.1
C -0.720994 0.377862 -1.292124 -1.3 -0.7 0.6
S 1.034404 1.019912 1.663617 0.0 1.2 0.5
O -0.024372 1.220317 -0.816161 0.0 0.6 -0.4
H -1.761718 0.133566 -0.818724 1.4 0.2 -0.9
H -0.366621 -0.220837 -2.153078 -0.3 0.0 0.1
S 0.933373 -2.039159 1.712420 -0.3 -0.5 0.0
```
Positions in Å, forces in eV/Å.

Calculated values
- LUMO level: 0.1873 eV

=====

No. 13
C2H2OS2 in the gas phase in a non-equilibrium geometry, computed with ωB97M-V/def2-TZVPD.

```
7
Properties=species:S:1:pos:R:3:forces:R:3
H 0.561986 -1.796631 0.102178 -0.1 -0.6 0.0
C 0.911677 -0.774973 -0.008169 1.8 -1.1 0.1
C -0.298628 0.120006 -0.064523 -1.1 -2.3 0.2
S -1.770480 -0.653065 -0.025073 1.1 0.3 -0.1
H -1.424111 1.919402 0.047734 0.1 0.4 0.0
S -0.092544 1.743713 -0.018777 0.3 2.3 0.0
O 2.112100 -0.558450 -0.033370 -2.0 0.9 -0.1
```
Positions in Å, forces in eV/Å.

Calculated values
- LUMO level: -1.6568 eV

=====

No. 14
C2H2OS3 in the gas phase in a non-equilibrium geometry, computed with ωB97M-V/def2-TZVPD.

```
8
Properties=species:S:1:pos:R:3:forces:R:3
S 0.201823 2.058760 0.380711 1.0 -1.8 -0.9
S 2.090326 -0.138831 -0.374424 0.1 -1.3 -0.3
O -0.136800 -1.684916 0.863372 -3.5 5.2 -2.7
H 1.991762 -1.587492 -0.401223 -0.5 2.2 0.1
C -0.576736 -0.585333 0.321342 2.3 -3.1 0.6
C 0.500709 0.440877 -0.042534 -0.1 1.3 2.0
S -2.175830 0.033485 -0.390988 0.6 -0.1 1.1
H -1.895255 1.463449 -0.356254 0.1 -2.3 0.1
```
Positions in Å, forces in eV/Å.

Calculated values
- LUMO level: -1.6784 eV

=====

No. 15
A molecular structure, C2H2OTb in a non-equilibrium geometry, computed with ωB97M-V/def2-TZVPD.

```
6
Properties=species:S:1:pos:R:3:forces:R:3
O 3.046497 -0.671521 -0.013757 -4.2 3.9 0.1
C -0.631520 -0.541443 -0.028803 -0.6 1.3 0.2
H -1.858291 1.320702 -0.017374 0.4 -0.2 -0.1
Tb 1.532572 0.684712 0.030438 3.8 -4.3 -0.2
C -0.943521 0.713675 -0.051570 0.1 -1.1 0.1
H -1.145737 -1.506123 0.081065 0.5 0.3 -0.2
```
Positions in Å, forces in eV/Å.

Calculated values
- LUMO level (spin up / spin down): -0.9542 / -1.2251 eV
- 2S+1: 8
- ⟨S²⟩: 16.702

=====

No. 16
C2H2S in the gas phase in a non-equilibrium geometry, computed with ωB97M-V/def2-TZVPD.

```
5
Properties=species:S:1:pos:R:3:forces:R:3
S 1.320792 0.735343 -0.359649 0.9 -0.6 -1.3
C -0.045890 -0.610210 -0.382818 -1.4 1.9 0.4
H -0.488615 0.871009 1.309478 -1.3 0.3 0.6
C -0.240514 0.439382 0.383082 0.8 -2.6 -0.5
H -0.545774 -1.435525 -0.950092 1.1 0.9 0.7
```
Positions in Å, forces in eV/Å.

Calculated values
- LUMO level: 0.7291 eV

=====

No. 17
A molecular structure, C2H2S2 in a non-equilibrium geometry, computed with ωB97M-V/def2-TZVPD.

```
6
Properties=species:S:1:pos:R:3:forces:R:3
C 0.096747 0.325309 -0.081267 0.2 1.2 0.3
S 1.745589 2.760580 3.129472 0.0 0.1 0.2
C 0.586099 2.968988 2.140938 0.0 0.2 0.7
S 0.484858 1.889807 0.142451 -0.2 -1.3 -1.2
H -0.653490 0.034175 -0.798744 -0.2 0.0 -0.1
H 0.526072 -0.456816 0.523046 0.2 -0.2 0.1
```
Positions in Å, forces in eV/Å.

Calculated values
- LUMO level: -0.8568 eV

=====

No. 18
C2H2S2 in the gas phase in a non-equilibrium geometry, computed with ωB97M-V/def2-TZVPD.

```
6
Properties=species:S:1:pos:R:3:forces:R:3
S -2.153968 -0.155433 -0.428795 4.2 1.9 1.6
H 0.539456 -1.541526 0.372709 -0.7 1.4 0.5
S 2.124610 -0.002227 -0.452365 -2.8 -0.3 1.6
C -0.612382 0.546679 0.101395 -2.3 -5.9 -1.2
C 0.625148 -0.426732 0.252204 1.1 1.2 -2.7
H -0.522862 1.579240 0.154850 0.5 1.7 0.2
```
Positions in Å, forces in eV/Å.

Calculated values
- LUMO level: -2.2313 eV

=====

No. 19
C2H2S3 in the gas phase in a non-equilibrium geometry, computed with ωB97M-V/def2-TZVPD.

```
7
Properties=species:S:1:pos:R:3:forces:R:3
S 0.438722 2.836603 0.608004 -0.2 -0.3 -0.2
H -0.444665 -1.277888 0.604087 0.0 0.0 0.3
S 0.247348 -2.629332 -1.250267 0.0 0.1 0.2
S 0.030762 0.447596 -1.146614 0.0 -2.0 1.3
H -0.233442 0.657920 1.220568 0.0 0.0 0.0
C -0.081964 -1.320401 -0.411200 0.1 1.8 -1.6
C 0.043239 1.285502 0.375421 0.1 0.5 0.0
```
Positions in Å, forces in eV/Å.

Calculated values
- LUMO level: -1.0101 eV

=====

No. 20
C2H2S3 in the gas phase in a non-equilibrium geometry, computed with ωB97M-V/def2-TZVPD.

```
7
Properties=species:S:1:pos:R:3:forces:R:3
S -1.184989 -0.955419 0.926822 -0.8 0.0 -0.6
S 1.474297 0.348740 1.345748 0.4 0.5 0.2
H -1.023450 -1.113231 2.232287 0.5 0.0 0.4
S -0.205160 0.233731 -2.264429 -0.3 -1.7 -2.1
C 0.115524 0.126056 0.530469 -0.6 -1.1 -0.5
C -0.150479 0.750647 -0.801667 1.0 1.6 1.9
H -0.113203 1.820191 -0.735345 -0.2 0.8 0.6
```
Positions in Å, forces in eV/Å.

Calculated values
- LUMO level: -1.1671 eV

=====

Energy above the lowest of the compared OMol25 structures with the same formula, charge and spin / eV: 2.6034; 1.9669; 0.3980; 4.3615; 0.3631; 5.2498; 1.2640; 1.3542; 0.5569; 3.8742; 1.9753; 0.7345; 0.7897; 1.5317; 0.0515; 1.8059; 2.6335; 1.5198; 0.6222; 0.7063